1.
A structure of composition C55H62GeN8O5RbS2 in a non-equilibrium geometry, computed with ωB97M-V/def2-TZVPD.

Geometry (Å):
Rb 1.030 -1.129 -0.601
C -0.022 3.302 -2.565
C 0.442 2.037 -2.907
N 1.637 1.617 -2.522
C 2.375 2.443 -1.782
C 1.890 3.699 -1.421
N 0.700 4.129 -1.821
C 3.734 1.959 -1.436
C 4.826 2.820 -1.447
C 6.105 2.304 -1.258
C 6.210 0.932 -1.051
C 5.058 0.154 -0.989
N 3.845 0.659 -1.186
C 5.115 -1.285 -0.635
C 6.208 -2.101 -0.915
N 6.247 -3.371 -0.529
C 5.195 -3.835 0.134
C 4.087 -3.036 0.396
N 4.054 -1.770 0.006
C 7.305 3.176 -1.283
C 7.295 4.416 -1.917
C 8.445 5.189 -1.916
N 9.586 4.811 -1.352
C 9.599 3.629 -0.746
C 8.499 2.790 -0.674
H -0.993 3.663 -2.889
H -0.134 1.354 -3.520
H 2.461 4.377 -0.796
H 4.666 3.877 -1.605
H 7.177 0.466 -0.931
H 7.066 -1.746 -1.474
H 5.244 -4.869 0.457
H 3.213 -3.387 0.935
H 6.414 4.778 -2.429
H 8.455 6.161 -2.397
H 10.542 3.338 -0.294
H 8.577 1.864 -0.122
C 1.567 -4.825 -1.245
C 0.360 -4.533 -0.337
C 0.914 -6.561 1.095
C -2.163 -3.829 -0.485
O 0.797 -3.635 0.632
Ge 0.273 -3.259 2.437
O -1.129 -2.009 1.984
C -2.230 -1.626 2.767
C -3.331 -1.139 1.813
C -2.781 -2.793 3.598
C -1.850 -0.467 3.698
O 1.732 -2.083 2.447
C 2.368 -1.427 3.516
C 2.327 0.078 3.231
C 3.831 -1.889 3.584
C 1.713 -1.727 4.869
H 1.426 -5.717 -1.854
H 1.756 -3.974 -1.904
H 2.444 -4.971 -0.618
H 1.570 -7.147 0.449
H 1.511 -5.829 1.634
H 0.463 -7.234 1.826
H -2.611 -4.822 -0.502
H -2.074 -3.475 0.542
H -2.826 -3.144 -1.017
H -3.679 -1.961 1.184
H -4.180 -0.740 2.375
H -2.924 -0.359 1.169
H -3.046 -3.626 2.943
H -2.029 -3.140 4.309
H -3.672 -2.485 4.150
H -1.326 0.296 3.119
H -2.734 -0.024 4.164
H -1.186 -0.824 4.484
H 2.817 0.270 2.273
H 1.289 0.412 3.163
H 2.838 0.643 4.015
H 4.354 -1.602 2.671
H 4.346 -1.444 4.437
H 3.862 -2.977 3.683
H 0.668 -1.422 4.860
H 1.757 -2.800 5.068
H 2.230 -1.195 5.669
S -2.230 0.056 -1.590
C -2.831 1.526 -1.140
N -3.792 2.173 -1.830
C -4.378 3.391 -1.290
C -4.535 3.217 0.202
N -3.218 2.975 0.771
C -2.879 3.737 1.969
C -2.753 5.209 1.653
C -1.775 5.639 0.757
C -1.667 6.981 0.430
C -2.530 7.910 0.997
C -3.502 7.490 1.892
C -3.616 6.143 2.212
C -2.334 2.201 0.112
S -0.775 1.970 0.612
C -4.388 1.648 -3.054
C -5.802 1.178 -2.806
C -6.037 0.176 -1.867
C -7.330 -0.246 -1.606
C -8.401 0.327 -2.279
C -8.173 1.324 -3.214
C -6.877 1.752 -3.472
H -5.346 3.552 -1.761
H -3.734 4.255 -1.490
H -5.209 2.379 0.409
H -4.947 4.121 0.646
H -1.939 3.347 2.349
H -3.659 3.570 2.716
H -1.091 4.922 0.317
H -0.903 7.300 -0.267
H -2.444 8.959 0.745
H -4.174 8.210 2.342
H -4.381 5.820 2.910
H -3.766 0.824 -3.393
H -4.375 2.437 -3.811
H -5.198 -0.278 -1.350
H -7.503 -1.028 -0.877
H -9.411 -0.006 -2.077
H -9.004 1.775 -3.742
H -6.701 2.533 -4.204
O -1.497 -3.491 -4.570
C -0.699 -3.251 -3.650
O 0.081 -2.334 -3.407
C -0.866 -4.330 -2.533
C -1.075 -5.616 -2.880
C -1.117 -6.744 -1.973
C -0.774 -6.832 -0.676
C -0.176 -5.845 0.279
C -0.781 -3.807 -1.152
H -1.232 -5.846 -3.926
H -1.481 -7.656 -2.435
H -0.931 -7.803 -0.212
H -0.959 -5.547 0.989
H -0.475 -2.765 -1.190

## Properties
2S+1: 2
Strongest force on any atom, eV Å⁻¹: 3.63
LUMO level (spin up / spin down), eV: -0.7689 / -3.0546
HOMO-LUMO gap (spin up / spin down), Ha: 0.217 / 0.128
Highest occupied orbital energy (spin up / spin down), Ha: -0.24552 / -0.23994

---

2.
A cluster of 13 separate species, C55H65N13 in total in a non-equilibrium geometry, computed with ωB97M-V/def2-TZVPD.

Geometry (Å):
N -1.633 -0.488 4.216
C -2.827 -0.048 4.685
C -2.741 1.320 4.995
C -1.568 1.699 4.449
C -0.873 0.581 4.034
H -1.463 -1.446 3.947
H -3.497 -0.884 4.816
H -3.534 1.876 5.472
H -1.123 2.667 4.273
H 0.141 0.653 3.666
N 2.779 3.072 -3.102
C 3.825 2.922 -2.238
C 4.498 1.696 -2.443
C 3.642 0.945 -3.260
C 2.741 1.875 -3.852
H 2.212 3.906 -3.154
H 4.062 3.697 -1.524
H 5.298 1.270 -1.855
H 3.759 -0.071 -3.607
H 2.079 1.909 -4.704
N -0.071 -3.801 -4.074
C -0.692 -4.668 -4.821
C -2.011 -4.219 -5.105
C -2.144 -3.125 -4.301
C -0.929 -2.789 -3.705
H 0.847 -3.944 -3.678
H -0.277 -5.577 -5.232
H -2.706 -4.775 -5.717
H -3.111 -2.648 -4.241
H -0.691 -1.996 -3.011
N -4.380 1.450 1.893
C -4.036 2.306 0.923
C -5.190 2.666 0.280
C -6.259 2.056 0.907
C -5.736 1.329 1.954
H -3.752 1.026 2.560
H -3.002 2.378 0.620
H -5.427 3.396 -0.480
H -7.303 2.160 0.650
H -6.266 0.746 2.693
N -3.114 5.518 -0.034
C -3.432 5.166 -1.339
C -2.226 4.865 -1.985
C -1.191 4.884 -1.035
C -1.781 5.311 0.148
H -3.671 6.085 0.589
H -4.396 5.356 -1.786
H -2.298 4.690 -3.049
H -0.158 4.639 -1.236
H -1.416 5.572 1.130
N 4.056 1.257 1.880
C 5.401 1.240 2.112
C 5.673 1.334 3.438
C 4.460 1.634 4.055
C 3.434 1.536 3.079
H 3.618 1.093 0.985
H 6.006 1.164 1.220
H 6.595 1.357 3.999
H 4.209 1.825 5.089
H 2.359 1.625 3.026
N -6.179 -3.124 -1.776
C -7.231 -2.687 -1.056
C -6.719 -1.648 -0.291
C -5.358 -1.636 -0.342
C -4.994 -2.589 -1.349
H -6.393 -3.689 -2.586
H -8.245 -2.914 -1.351
H -7.246 -1.026 0.417
H -4.821 -0.974 0.322
H -4.079 -2.996 -1.754
N 1.861 1.224 -0.517
C 1.192 2.131 0.246
C 0.101 1.505 0.686
C 0.079 0.214 0.187
C 1.243 0.006 -0.519
H 2.722 1.477 -0.982
H 1.604 3.105 0.465
H -0.657 1.940 1.320
H -0.562 -0.617 0.439
H 1.603 -0.951 -0.865
N 5.238 -5.213 4.433
C 4.330 -4.393 4.975
C 3.961 -3.474 4.020
C 4.492 -3.893 2.799
C 5.281 -5.069 3.039
H 5.689 -5.924 4.991
H 4.121 -4.497 6.030
H 3.406 -2.554 4.132
H 4.440 -3.397 1.841
H 5.928 -5.756 2.514
N 3.063 -5.362 -4.236
C 3.453 -4.079 -3.917
C 3.106 -3.856 -2.588
C 2.647 -5.070 -2.030
C 2.684 -6.006 -3.095
H 3.098 -5.747 -5.169
H 3.812 -3.345 -4.623
H 3.145 -2.950 -2.002
H 2.127 -5.293 -1.110
H 2.627 -7.083 -3.041
N -3.606 2.316 -4.709
C -3.617 2.122 -3.433
C -2.438 1.831 -2.686
C -1.292 1.488 -3.363
C -1.319 1.504 -4.803
C -2.510 1.933 -5.419
H -4.532 2.393 -2.926
H -2.482 1.778 -1.608
H -0.462 1.076 -2.809
H -0.457 1.068 -5.286
H -2.694 1.950 -6.483
N 3.045 5.156 0.338
C 2.013 6.017 0.739
C 1.729 6.250 2.120
C 2.533 5.659 3.060
C 3.697 5.012 2.696
C 3.820 4.670 1.331
H 1.403 6.435 -0.048
H 0.860 6.853 2.337
H 2.233 5.651 4.097
H 4.346 4.584 3.445
H 4.762 4.195 1.101
N -0.735 -3.159 1.105
C 0.526 -3.414 1.465
C 0.868 -4.531 2.221
C -0.112 -5.419 2.569
C -1.459 -5.021 2.461
C -1.740 -3.946 1.592
H 1.278 -2.826 0.960
H 1.868 -4.936 2.174
H 0.171 -6.420 2.860
H -2.305 -5.601 2.800
H -2.735 -3.729 1.232

## Properties
Relative energy (zero: lowest compared OMol25 entry of this formula, charge and spin), kcal per mole: 19.94
Strongest force on any atom, eV Å⁻¹: 4.45
LUMO level, eV: 0.5347
HOMO-LUMO gap, Ha: 0.300
Highest occupied orbital energy, Ha: -0.28048

---

3.
A structure of composition C55H66F3HfN4O5S2 in a non-equilibrium geometry, computed with ωB97M-V/def2-TZVPD.

Geometry (Å):
Hf -1.766 -0.530 1.337
C -5.218 -1.005 1.365
N -4.168 -1.967 0.981
C -4.463 -3.237 1.639
C -4.184 -2.137 -0.477
C -2.966 -2.907 -0.950
N -1.755 -2.078 -0.916
C -1.793 -1.200 -2.109
C -0.783 -0.100 -2.135
C 0.194 0.005 -3.112
C 0.979 1.146 -3.183
C 0.687 2.183 -2.294
C -0.297 2.140 -1.306
C -0.973 0.914 -1.202
O -1.890 0.639 -0.238
C -0.700 3.449 -0.608
C -1.275 3.343 0.810
C -1.781 4.076 -1.508
C 0.496 4.409 -0.526
C 2.104 1.327 -4.202
C 3.434 1.495 -3.458
C 1.846 2.572 -5.061
C 2.223 0.121 -5.132
C -0.553 -2.952 -0.994
C 0.714 -2.523 -0.301
C 1.933 -2.578 -0.970
C 3.126 -2.481 -0.270
C 3.045 -2.391 1.121
C 1.856 -2.345 1.836
C 0.668 -2.334 1.078
O -0.558 -2.196 1.628
C 1.862 -2.514 3.362
C 3.287 -2.505 3.925
C 1.084 -1.446 4.138
C 1.256 -3.895 3.657
C 4.504 -2.569 -0.927
C 5.238 -3.813 -0.406
C 4.410 -2.679 -2.448
C 5.325 -1.321 -0.580
H -6.203 -1.380 1.051
H -5.035 -0.028 0.918
H -5.213 -0.889 2.449
H -5.435 -3.619 1.293
H -4.516 -3.085 2.714
H -3.701 -3.988 1.441
H -4.214 -1.140 -0.917
H -5.103 -2.656 -0.794
H -3.134 -3.308 -1.961
H -2.800 -3.761 -0.296
H -2.776 -0.728 -2.131
H -1.702 -1.825 -3.008
H 0.315 -0.808 -3.819
H 1.252 3.101 -2.394
H -2.187 2.762 0.857
H -1.528 4.355 1.135
H -0.551 2.928 1.509
H -2.647 3.413 -1.584
H -1.398 4.252 -2.517
H -2.135 5.020 -1.090
H 1.350 3.939 -0.031
H 0.203 5.280 0.062
H 0.821 4.781 -1.501
H 3.422 2.383 -2.822
H 4.264 1.596 -4.163
H 3.629 0.630 -2.820
H 1.879 3.486 -4.466
H 0.863 2.517 -5.533
H 2.602 2.658 -5.846
H 2.437 -0.795 -4.579
H 3.038 0.283 -5.841
H 1.306 -0.037 -5.706
H -0.329 -3.156 -2.049
H -0.840 -3.906 -0.545
H 1.921 -2.714 -2.045
H 3.974 -2.366 1.674
H 3.807 -1.572 3.691
H 3.890 -3.338 3.557
H 3.235 -2.592 5.013
H 1.551 -0.467 4.041
H 1.075 -1.724 5.197
H 0.061 -1.349 3.800
H 1.831 -4.680 3.160
H 0.227 -3.948 3.304
H 1.261 -4.089 4.734
H 4.647 -4.713 -0.587
H 5.429 -3.746 0.666
H 6.201 -3.923 -0.912
H 3.891 -3.589 -2.757
H 5.416 -2.705 -2.873
H 3.887 -1.826 -2.883
H 5.426 -1.193 0.499
H 4.848 -0.422 -0.971
H 6.329 -1.391 -1.009
S -2.772 0.839 3.360
C -2.689 -0.683 4.197
C -2.840 -0.871 5.581
C -2.708 -2.142 6.087
C -2.413 -3.211 5.234
C -2.270 -2.944 3.893
N -2.436 -1.718 3.389
H -3.041 -0.018 6.213
H -2.817 -2.309 7.152
H -2.279 -4.216 5.610
H -2.001 -3.712 3.180
F 6.948 3.596 0.523
C 6.788 2.506 1.306
F 7.538 1.530 0.745
F 7.351 2.791 2.495
C 5.348 2.108 1.425
C 4.618 1.902 0.259
C 3.297 1.510 0.332
C 2.680 1.327 1.575
C 3.421 1.543 2.737
C 4.751 1.929 2.663
C 1.312 0.917 1.632
C 0.165 0.517 1.670
H 5.089 2.044 -0.706
H 2.718 1.337 -0.566
H 2.943 1.412 3.698
H 5.318 2.094 3.569
O -6.831 5.655 -0.055
S -5.552 5.156 -0.503
O -4.578 6.145 -0.903
N -4.925 4.082 0.504
C -4.910 2.844 -0.012
O -4.471 1.827 0.533
C -5.454 2.789 -1.428
C -5.575 1.694 -2.263
C -6.090 1.892 -3.539
C -6.473 3.165 -3.961
C -6.350 4.264 -3.117
C -5.833 4.040 -1.856
H -5.269 0.714 -1.919
H -6.193 1.054 -4.217
H -6.868 3.300 -4.960
H -6.642 5.255 -3.439

## Properties
Relative energy (zero: lowest compared OMol25 entry of this formula, charge and spin), kcal per mole: 14.87
Strongest force on any atom, eV Å⁻¹: 1.31
Charge: -1
LUMO level, eV: 1.9466
HOMO-LUMO gap, Ha: 0.283
Highest occupied orbital energy, Ha: -0.21156